Record 1
{"formula": "C4H9NO4", "method": "ωB97M-V/def2-TZVPD", "de_lowest_kcal_mol": 53.3, "e_homo_ev": -9.01, "lumo_energy_ha": 0.025, "orbital_gap_ev": 9.7, "smiles": "CN1C(O)(O)O[C@@]1(C)O", "symbols": ["C", "C", "C", "O", "N", "H", "H", "H", "H", "H", "H", "H", "C", "O", "O", "O", "H", "H"], "coordinates": [[0.54, -1.72, 0.10], [1.18, 0.84, 1.37], [-0.14, 0.55, 0.72], [-1.23, 1.07, 1.35], [-0.43, -0.64, 0.09], [-1.06, 1.99, 1.58], [1.50, -1.44, -0.35], [0.12, -2.54, -0.49], [0.69, -2.06, 1.12], [1.26, 1.90, 1.61], [1.99, 0.57, 0.69], [1.26, 0.26, 2.29], [-0.64, 0.18, -1.31], [0.08, -0.40, -2.31], [-1.97, 0.17, -1.66], [-0.14, 1.35, -0.86], [-2.47, 0.62, -0.95], [-0.53, -0.69, -3.00]]}



Record 2
{"formula": "C4H9NO4", "method": "ωB97M-V/def2-TZVPD", "de_lowest_kcal_mol": 36.3, "e_homo_ev": [-5.72, -10.15], "multiplicity": 3, "lumo_energy_ha": [0.026, -0.075], "orbital_gap_ev": [6.4, 8.1], "symbols": ["C", "C", "C", "C", "N", "O", "O", "O", "O", "H", "H", "H", "H", "H", "H", "H", "H", "H"], "coordinates": [[-1.07, -0.16, -1.73], [-0.13, -1.34, 1.73], [-0.66, 1.55, 0.79], [0.06, -0.33, -0.39], [2.07, -0.15, -1.60], [-1.31, 0.87, -2.28], [-0.65, -1.21, 0.42], [0.37, 0.92, 0.05], [1.18, -0.95, -0.93], [-1.42, -1.22, -2.09], [0.74, -0.78, 1.83], [0.17, -2.31, 1.94], [-0.88, -1.01, 2.38], [-0.42, 2.64, 0.67], [-0.62, 1.22, 1.82], [-1.52, 1.31, 0.37], [1.49, 0.61, -2.06], [2.60, 0.33, -0.92]]}



Record 3
{"formula": "C4H9NO4P2S2", "method": "ωB97M-V/def2-TZVPD", "de_lowest_kcal_mol": 0.0, "e_homo_ev": -8.88, "lumo_energy_ha": 0.022, "orbital_gap_ev": 9.5, "smiles": "S=P1(NP2(=S)OCCO2)OCCO1", "symbols": ["C", "C", "C", "C", "N", "O", "O", "O", "O", "P", "P", "S", "S", "H", "H", "H", "H", "H", "H", "H", "H", "H"], "coordinates": [[1.98, 1.56, 0.98], [3.12, 1.42, -0.06], [-1.92, -1.44, 0.89], [-2.80, -1.57, -0.31], [-0.18, 0.14, -1.28], [1.45, 0.23, 0.94], [2.44, 0.69, -1.19], [-1.54, -0.02, 1.07], [-2.68, -0.35, -1.00], [1.38, -0.34, -0.49], [-1.51, 0.66, -0.41], [1.62, -2.27, -0.70], [-1.74, 2.59, -0.48], [2.40, 1.71, 2.02], [1.23, 2.45, 0.87], [3.34, 2.43, -0.49], [3.87, 0.72, 0.37], [-2.38, -1.84, 1.87], [-1.02, -2.03, 0.57], [-2.64, -2.45, -1.04], [-3.86, -1.66, -0.15], [-0.55, -0.61, -2.00]]}



Record 4
{"formula": "C4H9NO4S2", "method": "ωB97M-V/def2-TZVPD", "de_lowest_kcal_mol": 91.1, "e_homo_ev": [0.36, 0.35], "lumo_energy_ha": [0.230, 0.230], "total_charge": -2, "orbital_gap_ev": [5.9, 5.9], "symbols": ["C", "C", "C", "C", "N", "O", "O", "O", "O", "S", "S", "H", "H", "H", "H", "H", "H", "H", "H", "H"], "coordinates": [[-1.88, 0.68, -0.08], [-1.95, -0.85, -0.40], [-2.01, 0.89, 1.43], [2.09, -1.19, -1.28], [1.06, -0.01, 1.09], [-0.17, 2.66, 0.11], [0.22, 1.00, -1.73], [3.36, -0.86, 1.24], [3.08, 1.06, -0.06], [-0.20, 1.30, -0.36], [2.40, -0.18, 0.36], [-1.15, -1.27, 0.30], [-3.02, -1.22, -0.03], [-1.67, -0.94, -1.38], [-2.41, -0.08, 1.88], [-2.79, 1.71, 1.76], [-1.03, 1.11, 1.91], [1.50, -0.49, -1.78], [2.99, -1.26, -1.95], [1.58, -2.04, -1.03]]}



Record 5
{"formula": "C4H9NO4Yb", "method": "ωB97M-V/def2-TZVPD", "e_homo_ev": -16.92, "lumo_energy_ha": -0.374, "total_charge": 2, "orbital_gap_ev": 6.7, "symbols": ["C", "C", "O", "O", "C", "O", "O", "C", "N", "H", "H", "H", "H", "H", "H", "H", "H", "H", "Yb"], "coordinates": [[-1.41, -2.19, -1.82], [-0.99, -1.19, -0.71], [0.36, -0.75, -1.03], [1.22, -1.08, 0.05], [1.36, 0.02, 0.76], [1.30, -0.15, 2.00], [1.61, 1.15, 0.22], [0.42, 2.04, 0.06], [-0.04, 2.67, 1.29], [-0.59, -2.93, -1.87], [-1.48, -1.64, -2.76], [-2.36, -2.68, -1.55], [-1.68, -0.33, -0.74], [-1.07, -1.65, 0.29], [-0.44, 1.53, -0.39], [0.71, 2.83, -0.64], [-0.79, 2.10, 1.69], [0.70, 2.61, 1.98], [3.16, -0.36, 3.18]]}



Record 6
{"formula": "C4H9NOS", "method": "ωB97M-V/def2-TZVPD", "de_lowest_kcal_mol": 177.2, "e_homo_ev": [-8.81, -8.81], "lumo_energy_ha": [-0.023, -0.023], "orbital_gap_ev": [8.2, 8.2], "symbols": ["C", "C", "C", "C", "N", "O", "S", "H", "H", "H", "H", "H", "H", "H", "H", "H"], "coordinates": [[1.24, 2.61, 0.71], [-1.44, -0.95, -1.54], [0.14, -0.82, -1.64], [-0.55, -0.89, -0.30], [1.06, -0.38, 1.38], [-1.28, 0.39, 1.95], [-0.24, 0.55, 0.87], [0.59, 3.46, 0.37], [1.20, 2.49, 1.83], [-1.99, -0.09, -1.88], [-1.89, -1.90, -1.84], [0.69, -1.67, -2.13], [0.47, 0.04, -1.99], [-0.29, -1.78, 0.20], [0.66, -1.18, 1.92], [1.61, 0.13, 2.08]]}



Record 7
{"formula": "C4H9NOS", "method": "ωB97M-V/def2-TZVPD", "de_lowest_kcal_mol": 185.8, "e_homo_ev": -7.99, "lumo_energy_ha": -0.157, "orbital_gap_ev": 3.7, "symbols": ["O", "C", "C", "C", "C", "S", "N", "H", "H", "H", "H", "H", "H", "H", "H", "H"], "coordinates": [[1.28, 1.96, 0.78], [1.66, 1.08, 1.57], [1.57, -0.32, 1.36], [-1.06, 1.28, -0.48], [-1.77, 0.82, -1.54], [-1.61, -2.56, -0.76], [1.16, -0.90, 0.15], [2.00, 1.41, 2.57], [1.63, -1.01, 2.19], [-1.01, 2.33, -0.25], [-0.51, 0.66, 0.27], [-1.49, -0.21, -1.86], [-2.59, 1.42, -1.96], [-1.30, -3.26, -1.91], [1.83, -1.41, -0.39], [0.21, -1.29, 0.28]]}



Record 8
{"formula": "C4H9NOS", "method": "ωB97M-V/def2-TZVPD", "de_lowest_kcal_mol": 144.5, "e_homo_ev": -7.25, "lumo_energy_ha": -0.142, "orbital_gap_ev": 3.4, "symbols": ["C", "C", "C", "S", "C", "N", "O", "H", "H", "H", "H", "H", "H", "H", "H", "H"], "coordinates": [[0.75, -0.59, 1.73], [0.67, 0.76, 1.00], [0.77, 0.51, -0.54], [2.35, -0.13, -0.96], [-2.27, -0.17, 0.31], [-2.63, -1.03, -0.71], [-2.14, 0.99, 0.02], [0.51, -0.47, 2.79], [0.04, -1.31, 1.32], [-0.17, 1.37, 1.31], [1.56, 1.34, 1.26], [-0.04, -0.25, -0.74], [0.47, 1.35, -1.15], [1.76, -0.95, 1.68], [-2.49, -0.62, -1.62], [-3.34, -1.72, -0.55]]}



Record 9
{"formula": "C4H9NOS", "method": "ωB97M-V/def2-TZVPD", "de_lowest_kcal_mol": 51.4, "e_homo_ev": -9.47, "lumo_energy_ha": 0.031, "orbital_gap_ev": 10.3, "smiles": "C=C(C)C(N)=O.S", "symbols": ["C", "C", "C", "C", "N", "O", "S", "H", "H", "H", "H", "H", "H", "H", "H", "H"], "coordinates": [[-0.47, 0.32, -0.24], [0.09, -1.57, -1.83], [1.76, -1.02, -0.06], [0.39, -0.85, -0.70], [-1.38, -0.06, 0.80], [-0.50, 1.41, -0.69], [-0.92, 2.79, 2.09], [-1.21, 2.45, 0.80], [-0.94, -1.61, -2.26], [0.77, -2.36, -2.22], [1.60, -0.37, 0.82], [2.68, -0.62, -0.72], [2.11, -2.08, 0.01], [-1.29, -0.99, 1.11], [-1.96, 0.61, 1.31], [-0.73, 3.97, 1.79]]}



Record 10
{"formula": "C4H9NOS", "method": "ωB97M-V/def2-TZVPD", "de_lowest_kcal_mol": 8.1, "e_homo_ev": -9.06, "lumo_energy_ha": 0.027, "orbital_gap_ev": 9.8, "smiles": "CC(=O)NCCS", "symbols": ["O", "C", "N", "C", "C", "S", "C", "H", "H", "H", "H", "H", "H", "H", "H", "H"], "coordinates": [[0.71, 0.61, -1.63], [0.83, 1.01, -0.49], [-0.08, 0.73, 0.49], [-1.20, -0.18, 0.31], [-0.81, -1.56, -0.21], [-2.34, -2.51, -0.48], [1.98, 1.88, -0.07], [0.21, 0.95, 1.43], [-1.94, 0.27, -0.36], [-1.66, -0.32, 1.29], [-0.29, -1.54, -1.15], [-0.19, -2.08, 0.51], [-2.01, -3.55, 0.26], [2.01, 2.75, -0.72], [2.89, 1.30, -0.13], [1.89, 2.24, 0.95]]}



Record 11
{"formula": "C4H9NOS", "method": "ωB97M-V/def2-TZVPD", "de_lowest_kcal_mol": 35.1, "e_homo_ev": -9.39, "lumo_energy_ha": 0.025, "orbital_gap_ev": 10.1, "smiles": "N[C@@H](C=O)CCS", "symbols": ["O", "C", "C", "C", "C", "S", "N", "H", "H", "H", "H", "H", "H", "H", "H", "H"], "coordinates": [[1.49, 2.66, 0.70], [0.47, 2.22, 0.26], [0.04, 0.76, 0.47], [0.17, -0.05, -0.83], [-0.13, -1.56, -0.61], [-1.82, -2.01, -0.02], [0.68, 0.30, 1.68], [-0.13, 2.77, -0.51], [-1.04, 0.75, 0.69], [-0.63, 0.40, -1.44], [1.08, 0.01, -1.44], [0.48, -1.86, 0.22], [0.03, -2.13, -1.51], [-2.54, -1.77, -1.16], [0.19, -0.55, 1.94], [1.66, 0.07, 1.56]]}



Record 12
{"formula": "C4H9NOS", "method": "ωB97M-V/def2-TZVPD", "de_lowest_kcal_mol": 38.5, "e_homo_ev": -9.50, "lumo_energy_ha": 0.022, "orbital_gap_ev": 10.1, "smiles": "C[C@H](CS)NC=O", "symbols": ["O", "C", "N", "C", "C", "S", "C", "H", "H", "H", "H", "H", "H", "H", "H", "H"], "coordinates": [[2.10, 1.23, 1.42], [2.18, 0.57, 0.36], [1.08, 0.31, -0.37], [-0.16, 0.06, 0.43], [-1.43, 0.60, -0.28], [-1.74, 0.18, -2.01], [-0.37, -1.46, 0.69], [3.19, 0.32, -0.22], [1.26, -0.09, -1.29], [0.06, 0.57, 1.37], [-2.34, 0.30, 0.30], [-1.54, 1.76, -0.06], [-1.19, 1.28, -2.67], [0.50, -2.08, 1.03], [-0.50, -2.14, -0.16], [-1.09, -1.42, 1.46]]}



Record 13
{"formula": "C4H9NOS", "method": "ωB97M-V/def2-TZVPD", "de_lowest_kcal_mol": 159.5, "e_homo_ev": [-8.70, -8.42], "lumo_energy_ha": [-0.015, 0.006], "orbital_gap_ev": [8.3, 8.6], "symbols": ["C", "C", "C", "C", "N", "O", "S", "H", "H", "H", "H", "H", "H", "H", "H", "H"], "coordinates": [[2.66, 1.38, -0.11], [0.08, 0.73, 0.07], [-0.70, -0.26, 0.39], [-0.62, -1.74, 0.65], [-2.76, -0.03, -1.09], [-2.53, 1.73, 0.69], [-2.47, 0.28, 0.55], [2.83, 0.82, -1.07], [2.78, 0.87, 0.76], [2.52, 2.40, -0.11], [-0.16, 1.72, -0.18], [-1.52, -2.22, 0.56], [-0.09, -2.05, 1.52], [-0.09, -2.05, -0.22], [-2.11, 0.50, -1.73], [-3.75, -0.14, -1.55]]}



Record 14
{"formula": "C4H9NOS", "method": "ωB97M-V/def2-TZVPD", "de_lowest_kcal_mol": 76.6, "e_homo_ev": [-5.03, -10.49], "multiplicity": 3, "lumo_energy_ha": [0.022, -0.097], "orbital_gap_ev": [5.6, 7.8], "symbols": ["C", "C", "C", "C", "N", "O", "S", "H", "H", "H", "H", "H", "H", "H", "H", "H"], "coordinates": [[-0.70, 0.37, -0.03], [1.19, -1.19, 0.46], [1.52, 1.01, -0.75], [0.56, -0.19, -0.55], [-1.02, 1.30, 0.71], [-1.94, -0.57, -0.52], [-3.43, -0.11, -0.06], [0.27, -1.66, 1.04], [1.81, -0.56, 1.19], [1.73, -2.11, 0.11], [1.66, 1.62, 0.27], [0.96, 1.76, -1.50], [2.42, 0.63, -1.02], [0.59, -0.82, -1.52], [-2.00, 1.35, 0.89], [-3.62, -0.85, 1.26]]}



Record 15
{"formula": "C4H9NOS", "method": "ωB97M-V/def2-TZVPD", "de_lowest_kcal_mol": 38.3, "e_homo_ev": [-13.50, -13.14], "multiplicity": 2, "lumo_energy_ha": [-0.144, -0.333], "total_charge": 1, "orbital_gap_ev": [9.6, 4.1], "symbols": ["O", "C", "C", "C", "C", "S", "N", "H", "H", "H", "H", "H", "H", "H", "H", "H"], "coordinates": [[0.27, 0.70, 2.31], [0.42, -0.28, 1.64], [0.84, -0.13, 0.17], [-0.33, -0.05, -0.76], [-1.30, 1.17, -0.94], [-2.69, 0.83, 0.10], [1.64, -1.25, -0.21], [0.28, -1.36, 1.94], [1.51, 0.74, 0.11], [-1.03, -0.93, -0.52], [0.13, -0.13, -1.75], [-0.69, 2.03, -0.63], [-1.46, 1.20, -2.02], [-1.85, 0.55, 1.15], [2.11, -1.31, -1.10], [2.14, -1.78, 0.49]]}